(1)
{
  "formula": "C10H19BF8OP2Tc",
  "method": "ωB97M-V/def2-TZVPD",
  "total_charge": 2,
  "gap_ev": [7.1, 7.5],
  "e_tot_ev": -55905.130,
  "max_force_ev_per_a": 1.59,
  "s2": 0.76,
  "spin_multiplicity": 2,
  "de_lowest_kj_mol": 108.3,
  "species": ["Tc", "C", "P", "C", "C", "C", "P", "C", "C", "H", "H", "H", "H", "H", "H", "H", "H", "H", "H", "H", "H", "H", "H", "H", "H", "C", "C", "O", "C", "F", "F", "F", "C", "F", "F", "F", "H", "H", "H", "F", "B", "F"],
  "coordinates": [[0.08, -0.20, -0.13], [-2.03, -2.85, 1.32], [-2.01, -1.27, 0.43], [-3.05, -1.53, -1.03], [-2.91, -0.07, 1.49], [-1.99, 0.49, 2.58], [-0.39, 1.06, 1.87], [-0.58, 2.81, 1.45], [0.90, 0.94, 3.13], [-3.07, -3.10, 1.54], [-1.47, -2.80, 2.25], [-1.60, -3.63, 0.70], [-4.05, -1.83, -0.70], [-2.63, -2.33, -1.65], [-3.12, -0.62, -1.63], [-3.77, -0.57, 1.94], [-3.30, 0.72, 0.85], [-1.77, -0.26, 3.34], [-2.46, 1.34, 3.09], [-0.85, 3.36, 2.35], [-1.36, 2.96, 0.71], [0.36, 3.22, 1.06], [0.63, 1.57, 3.98], [1.85, 1.28, 2.72], [1.01, -0.09, 3.47], [1.38, 0.26, -3.72], [2.13, 0.53, -2.41], [1.29, 0.46, -1.29], [2.70, 1.98, -2.44], [3.41, 2.26, -1.36], [3.44, 2.17, -3.52], [1.65, 2.83, -2.47], [3.23, -0.54, -2.19], [4.05, -0.64, -3.21], [2.60, -1.74, -2.03], [3.93, -0.32, -1.07], [0.69, 1.07, -3.92], [0.83, -0.68, -3.64], [2.08, 0.18, -4.54], [2.08, -1.61, 1.66], [1.16, -1.81, 0.75], [0.93, -3.03, 0.31]]
}


(2)
{
  "formula": "C20H22Cl5Ru",
  "method": "ωB97M-V/def2-TZVPD",
  "total_charge": 0,
  "gap_ev": [8.2, 7.3],
  "e_tot_ev": -86289.420,
  "max_force_ev_per_a": 0.64,
  "s2": 0.79,
  "spin_multiplicity": 2,
  "de_lowest_kj_mol": 141.6,
  "species": ["Ru", "C", "C", "C", "C", "C", "C", "C", "C", "C", "H", "H", "H", "H", "H", "H", "H", "H", "H", "H", "H", "H", "Cl", "C", "C", "C", "Cl", "C", "Cl", "C", "Cl", "C", "Cl", "C", "C", "C", "C", "C", "H", "H", "H", "H", "H", "H", "H", "H", "H", "H"],
  "coordinates": [[0.22, 0.02, 0.23], [-2.29, 1.51, 2.72], [-0.92, 0.92, 2.52], [-0.74, -0.46, 2.51], [0.53, -1.04, 2.30], [0.72, -2.54, 2.30], [1.64, -0.19, 2.12], [1.47, 1.21, 2.14], [2.65, 2.10, 1.88], [0.20, 1.74, 2.35], [-2.73, 1.77, 1.76], [-2.23, 2.42, 3.31], [-2.95, 0.81, 3.22], [-1.58, -1.12, 2.68], [0.88, -2.91, 1.29], [-0.15, -3.04, 2.72], [1.60, -2.81, 2.89], [2.63, -0.61, 1.96], [2.87, 2.13, 0.81], [3.54, 1.74, 2.39], [2.45, 3.12, 2.21], [0.08, 2.82, 2.36], [2.81, -1.77, -1.15], [2.51, -0.18, -1.80], [1.48, 0.57, -1.24], [1.31, 1.84, -1.79], [0.03, 2.81, -1.09], [2.07, 2.36, -2.83], [1.78, 3.93, -3.45], [3.09, 1.57, -3.36], [4.08, 2.17, -4.64], [3.32, 0.29, -2.84], [4.59, -0.68, -3.48], [-2.84, -0.04, -1.73], [-2.09, -1.30, -1.28], [-2.21, -2.37, -2.37], [-2.70, -1.82, 0.01], [-0.63, -0.88, -1.13], [-3.90, -0.27, -1.89], [-2.44, 0.36, -2.66], [-2.76, 0.75, -0.97], [-3.25, -2.66, -2.51], [-1.64, -3.27, -2.11], [-1.83, -2.00, -3.33], [-3.73, -2.14, -0.16], [-2.72, -1.04, 0.78], [-2.14, -2.68, 0.40], [-0.08, -1.13, -2.04]]
}


(3)
{
  "formula": "C24H49BIN2O16",
  "method": "ωB97M-V/def2-TZVPD",
  "total_charge": -1,
  "gap_ev": 5.9,
  "e_tot_ev": -70197.617,
  "max_force_ev_per_a": 7.84,
  "de_lowest_kj_mol": 293.0,
  "species": ["C", "C", "O", "B", "O", "C", "C", "C", "O", "O", "N", "I", "C", "C", "C", "N", "H", "H", "H", "H", "H", "H", "H", "H", "H", "H", "H", "H", "H", "H", "H", "H", "H", "C", "C", "O", "C", "O", "O", "C", "H", "H", "H", "H", "H", "H", "H", "H", "C", "C", "O", "C", "O", "O", "C", "H", "H", "H", "H", "H", "H", "H", "H", "C", "C", "O", "C", "O", "O", "C", "H", "H", "H", "H", "H", "H", "H", "H", "C", "C", "O", "C", "O", "O", "C", "H", "H", "H", "H", "H", "H", "H", "H"],
  "coordinates": [[0.05, 4.86, -4.98], [1.17, 5.28, -3.85], [0.93, 6.63, -3.26], [0.41, 6.50, -1.88], [-0.99, 5.96, -1.74], [1.21, 6.82, -0.49], [0.91, 5.58, 0.54], [0.39, 8.13, 0.18], [-0.58, 8.78, -0.51], [0.72, 8.67, 1.52], [2.63, 7.26, -0.61], [2.80, 9.09, -1.61], [3.60, 6.24, -1.12], [4.24, 5.23, 0.03], [3.90, 3.65, -0.33], [2.95, 2.99, 0.66], [-0.72, 5.73, -5.04], [-0.44, 3.83, -4.65], [0.56, 4.65, -6.03], [2.23, 5.29, -4.39], [1.24, 4.43, -3.02], [-0.83, 4.96, -1.61], [1.72, 5.48, 1.41], [0.71, 4.55, 0.00], [-0.10, 5.84, 1.10], [3.24, 5.57, -2.00], [4.54, 6.85, -1.54], [3.88, 5.50, 1.13], [5.42, 5.32, 0.00], [3.44, 3.48, -1.39], [4.91, 3.01, -0.31], [2.05, 2.83, 0.16], [2.85, 3.58, 1.51], [-1.33, -1.78, 4.08], [-1.10, -1.53, 2.60], [-0.15, -0.48, 2.40], [1.15, -0.83, 2.57], [1.56, -1.94, 2.87], [1.91, 0.28, 2.39], [3.30, 0.07, 2.64], [-1.60, -0.85, 4.59], [-2.13, -2.51, 4.23], [-0.43, -2.15, 4.56], [-2.04, -1.19, 2.14], [-0.79, -2.44, 2.08], [3.69, -0.78, 2.07], [3.46, -0.08, 3.72], [3.84, 0.97, 2.33], [0.72, -5.26, 2.90], [2.07, -4.83, 2.35], [2.82, -5.96, 1.89], [2.45, -6.45, 0.68], [1.56, -6.01, -0.03], [3.23, -7.53, 0.41], [2.88, -8.20, -0.80], [0.84, -6.04, 3.66], [0.19, -4.42, 3.34], [0.09, -5.69, 2.11], [2.66, -4.37, 3.16], [1.97, -4.08, 1.56], [2.85, -7.51, -1.65], [1.91, -8.70, -0.68], [3.64, -8.96, -1.00], [-4.40, 6.46, 0.20], [-3.87, 6.07, 1.57], [-4.60, 4.96, 2.11], [-4.29, 3.75, 1.59], [-3.44, 3.52, 0.74], [-5.09, 2.82, 2.17], [-4.93, 1.51, 1.65], [-5.48, 6.65, 0.25], [-3.90, 7.37, -0.16], [-4.25, 5.66, -0.53], [-4.01, 6.90, 2.27], [-2.80, 5.85, 1.54], [-3.88, 1.19, 1.68], [-5.32, 1.46, 0.63], [-5.51, 0.82, 2.27], [-2.18, -7.09, -3.60], [-1.65, -7.48, -2.23], [-2.39, -8.59, -1.70], [-2.07, -9.80, -2.21], [-1.22, -10.03, -3.06], [-2.88, -10.73, -1.63], [-2.71, -12.05, -2.15], [-3.26, -6.91, -3.56], [-1.69, -6.19, -3.96], [-2.03, -7.89, -4.33], [-1.79, -6.65, -1.54], [-0.58, -7.70, -2.26], [-1.66, -12.36, -2.12], [-3.10, -12.09, -3.17], [-3.30, -12.73, -1.53]]
}


(4)
{
  "formula": "C8H27N10O6Tl",
  "method": "ωB97M-V/def2-TZVPD",
  "total_charge": 2,
  "gap_ev": 8.4,
  "e_tot_ev": -40590.257,
  "max_force_ev_per_a": 11.64,
  "de_lowest_kj_mol": 1009.2,
  "species": ["Tl", "C", "C", "C", "O", "H", "H", "H", "H", "H", "H", "H", "C", "O", "N", "N", "H", "H", "H", "H", "C", "O", "N", "N", "H", "H", "H", "H", "C", "O", "N", "N", "H", "H", "H", "H", "C", "O", "N", "N", "H", "H", "H", "H", "C", "O", "N", "N", "H", "H", "H", "H"],
  "coordinates": [[0.14, 0.01, -0.13], [-0.14, 1.13, 3.60], [-1.06, 1.01, 2.35], [-2.45, 1.26, 2.60], [-0.42, 1.52, 1.18], [0.00, 2.19, 3.80], [0.85, 0.70, 3.44], [-0.55, 0.62, 4.48], [-1.05, -0.07, 2.19], [-2.48, 2.26, 3.01], [-2.80, 0.45, 3.25], [-2.96, 1.29, 1.63], [0.71, 0.62, -2.95], [0.82, 0.02, -1.90], [1.72, 1.05, -3.61], [-0.31, 1.03, -3.55], [1.69, 1.72, -4.37], [2.64, 0.74, -3.32], [-0.30, 1.65, -4.34], [-1.08, 1.08, -2.89], [0.63, 2.96, -1.10], [0.21, 1.86, -0.79], [-0.01, 3.99, -0.96], [1.76, 3.19, -1.77], [-0.83, 3.97, -0.37], [0.36, 4.88, -1.25], [2.26, 2.36, -2.06], [2.18, 4.10, -1.77], [-0.66, -2.75, 0.87], [-0.21, -1.63, 0.88], [-1.32, -3.24, 1.86], [-0.59, -3.58, -0.12], [-1.27, -4.25, 1.82], [-1.51, -2.64, 2.65], [-1.06, -4.47, -0.09], [-0.32, -3.11, -0.97], [1.79, -0.81, 2.45], [1.30, -0.62, 1.33], [1.13, -1.56, 3.27], [2.73, -0.13, 2.97], [0.24, -1.91, 2.95], [1.82, -1.94, 3.89], [2.91, -0.05, 3.96], [3.23, 0.58, 2.46], [-0.92, -1.68, -2.58], [-0.62, -1.10, -1.52], [-1.81, -1.32, -3.47], [-0.27, -2.71, -2.98], [-1.70, -1.83, -4.33], [-2.46, -0.55, -3.36], [0.51, -3.10, -2.46], [-0.47, -3.18, -3.85]]
}


(5)
{
  "formula": "C7H13NO3S",
  "method": "ωB97M-V/def2-TZVPD",
  "total_charge": 0,
  "gap_ev": 10.0,
  "e_tot_ev": -25931.163,
  "max_force_ev_per_a": 6.19,
  "de_lowest_kj_mol": 697.8,
  "species": ["C", "C", "C", "C", "C", "C", "C", "N", "O", "O", "O", "S", "H", "H", "H", "H", "H", "H", "H", "H", "H", "H", "H", "H", "H"],
  "coordinates": [[0.97, 2.26, -0.96], [1.19, 1.16, -0.59], [-3.51, 0.39, -0.12], [2.75, -0.45, -0.72], [1.77, 0.20, 1.46], [-1.89, 0.33, -0.39], [-1.32, -0.64, 0.53], [1.57, 0.04, -0.02], [0.16, -1.65, -1.57], [0.79, -2.51, 0.66], [-1.65, -1.93, 0.17], [-0.03, -1.60, -0.19], [0.76, 3.14, -1.48], [-3.56, 0.53, 0.93], [-3.86, 1.16, -0.66], [-3.98, -0.62, -0.36], [2.48, -0.59, -1.74], [3.55, 0.33, -0.71], [3.13, -1.27, -0.22], [2.49, -0.51, 1.70], [2.11, 1.21, 1.94], [0.82, -0.02, 1.90], [-1.59, 0.18, -1.44], [-1.66, 1.32, 0.18], [-1.48, -0.45, 1.68]]
}


(6)
{
  "formula": "C8H21ClIOP2W",
  "method": "ωB97M-V/def2-TZVPD",
  "total_charge": 3,
  "gap_ev": [7.0, 6.1],
  "e_tot_ev": -51676.894,
  "max_force_ev_per_a": 5.60,
  "s2": 2.02,
  "spin_multiplicity": 3,
  "de_lowest_kj_mol": 398.0,
  "species": ["C", "I", "H", "H", "H", "W", "P", "C", "C", "H", "H", "H", "H", "H", "H", "C", "H", "H", "H", "P", "C", "C", "H", "H", "H", "C", "H", "H", "H", "H", "H", "H", "C", "O", "Cl"],
  "coordinates": [[1.05, -1.38, -1.52], [3.45, -0.29, -0.44], [-0.01, -0.89, -1.32], [1.07, -2.46, -1.32], [1.34, -1.28, -2.55], [0.81, 0.01, -0.08], [-0.31, -1.39, 1.50], [1.03, -2.14, 2.49], [-1.54, -1.07, 2.83], [-1.91, -2.02, 3.25], [-1.42, -3.55, 1.33], [-2.41, -0.52, 2.44], [-1.88, -2.41, 0.01], [1.30, -1.47, 3.32], [-1.11, -0.48, 3.66], [-1.06, -2.77, 0.63], [0.65, -3.11, 2.85], [-0.34, -3.28, -0.01], [1.93, -2.30, 1.90], [-0.25, 1.60, -1.30], [1.09, 2.65, -1.91], [-0.92, 0.76, -2.75], [-2.41, 2.33, -0.42], [-1.89, 3.26, -1.84], [-1.18, 3.62, -0.24], [-1.55, 2.81, -0.89], [-1.78, 0.16, -2.44], [-1.20, 1.51, -3.50], [0.69, 3.09, -2.84], [1.99, 2.08, -2.17], [-0.18, 0.12, -3.22], [1.33, 3.44, -1.18], [2.53, 1.54, 1.73], [3.18, 2.26, 2.34], [-0.08, 1.55, 1.68]]
}


(7)
{
  "formula": "C5H8O",
  "method": "ωB97M-V/def2-TZVPD",
  "total_charge": 0,
  "gap_ev": 11.1,
  "e_tot_ev": -7360.218,
  "smiles": "C#C[C@@H](C)CO",
  "max_force_ev_per_a": 0.52,
  "de_lowest_kj_mol": 196.6,
  "species": ["C", "C", "C", "C", "C", "O", "H", "H", "H", "H", "H", "H", "H", "H"],
  "coordinates": [[2.40, 0.33, 0.36], [1.30, -0.04, 0.06], [-0.08, -0.39, -0.33], [-0.70, -1.44, 0.59], [-0.92, 0.90, -0.35], [-0.35, 1.92, -1.13], [3.39, 0.64, 0.62], [-0.05, -0.78, -1.36], [-0.71, -1.08, 1.63], [-0.13, -2.38, 0.57], [-1.73, -1.65, 0.28], [-1.90, 0.68, -0.79], [-1.08, 1.23, 0.70], [0.55, 2.05, -0.79]]
}